(1)
C33H98N32O17 | ωB97M-V/def2-TZVPD

```
180
Properties=species:S:1:pos:R:3:lowdin_charge:R:1
C 2.03911 -15.38832 -6.61630 -0.01
C 2.96062 -14.76182 -5.51225 -0.41
C 4.32465 -15.47137 -5.53180 -0.15
C 5.06211 -15.18490 -6.80676 -0.17
C 5.29834 -13.63906 -6.96947 -0.11
C 3.97193 -12.82303 -6.98040 -0.38
N 3.13876 -13.31200 -5.81374 -0.10
O 2.01226 -12.55369 -5.48638 -0.05
C 4.44795 -11.28516 -6.53293 0.00
C 3.29816 -12.73341 -8.35974 -0.02
C 2.48082 -14.84683 -3.99847 -0.02
H 1.53031 -16.19974 -6.09588 0.07
H 2.60322 -15.74604 -7.47764 0.05
H 1.22569 -14.70087 -6.84840 0.05
H 4.97401 -15.20568 -4.69762 0.11
H 4.19027 -16.53816 -5.35286 0.11
H 4.70610 -15.67727 -7.71171 0.08
H 6.07922 -15.57542 -6.83974 0.09
H 5.88248 -13.48148 -7.87614 0.11
H 6.03054 -13.24259 -6.26606 0.10
H 5.01223 -10.87236 -7.36916 0.06
H 3.65482 -10.53977 -6.47431 0.05
H 5.08482 -11.33285 -5.64964 0.05
H 3.83265 -12.13266 -9.09563 0.08
H 3.25421 -13.75084 -8.74830 0.04
H 2.28676 -12.33001 -8.31061 0.06
H 2.85665 -15.79405 -3.61166 0.06
H 1.40087 -14.89332 -3.85826 0.04
H 3.02354 -14.16191 -3.34698 0.08
H 2.29428 -11.83004 -4.92211 0.05
C 3.92959 -19.61989 -9.51203 0.00
C 2.86840 -19.72998 -8.39110 -0.43
C 1.57678 -19.02734 -8.78832 -0.16
C 0.75788 -19.71150 -9.90199 -0.20
C 0.37803 -21.02942 -9.47129 -0.17
C 1.49779 -21.97650 -8.88630 -0.46
N 2.40758 -21.12036 -8.05048 -0.14
O 3.36127 -21.82743 -7.42995 -0.01
C 0.84505 -23.14803 -8.05887 -0.02
C 2.20849 -22.49788 -10.06207 -0.07
C 3.16274 -18.89865 -7.08237 -0.03
H 3.67226 -19.99109 -10.50405 0.07
H 4.91390 -19.91735 -9.15044 0.09
H 4.07001 -18.55344 -9.68829 0.06
H 0.92533 -18.96504 -7.91664 0.11
H 1.65736 -17.98895 -9.10980 0.10
H 1.43172 -19.82409 -10.75132 0.10
H -0.03991 -19.11542 -10.34508 0.12
H 0.03811 -21.49926 -10.39422 0.12
H -0.50333 -21.04004 -8.83004 0.12
H 0.17798 -22.74736 -7.29559 0.07
H 0.24283 -23.86253 -8.62004 0.08
H 1.65715 -23.61984 -7.50571 0.07
H 2.40019 -21.76244 -10.84340 0.07
H 3.07745 -23.13920 -9.91471 0.09
H 1.56401 -23.18294 -10.61291 0.08
H 4.06245 -19.24855 -6.57624 0.08
H 2.37951 -18.71735 -6.34630 0.08
H 3.46912 -17.89655 -7.38239 0.05
H 3.14998 -21.78709 -6.49436 0.11
C -1.37350 -13.10018 -2.32238 -0.86
O -1.54738 -14.07862 -1.66096 0.05
N -2.23360 -12.30659 -2.75054 0.18
N -0.22217 -12.83880 -2.91734 0.17
H -3.17728 -12.42183 -2.40952 0.13
H -2.00253 -11.45152 -3.23589 0.11
H 0.58659 -13.41613 -2.73651 0.08
H -0.23821 -12.14082 -3.64717 0.09
C 5.89667 -9.14517 -11.04691 -0.81
O 5.15413 -8.24685 -11.42729 0.03
N 5.82747 -9.69338 -9.94275 0.17
N 7.04500 -9.57893 -11.53040 0.14
H 5.15498 -9.29607 -9.30244 0.12
H 6.64249 -10.25131 -9.73167 0.10
H 7.55159 -10.33412 -11.09091 0.10
H 7.45029 -9.24598 -12.39353 0.11
C -2.06120 -16.11255 -5.64082 -0.79
O -2.31377 -15.54201 -6.67754 0.00
N -1.36007 -17.12471 -5.48708 0.21
N -2.48465 -15.70079 -4.43187 0.19
H -0.77368 -17.25436 -6.29913 0.12
H -1.07695 -17.39534 -4.55611 0.07
H -2.00279 -16.05940 -3.61989 0.07
H -2.99649 -14.83009 -4.42965 0.10
C 6.70550 -10.30468 -2.26059 -0.86
O 7.25783 -10.79767 -1.35063 0.06
N 6.79274 -9.07910 -2.59074 0.17
N 5.84196 -10.89422 -3.04221 0.20
H 7.44752 -8.58356 -2.00270 0.12
H 6.43208 -8.75582 -3.47704 0.07
H 5.56602 -11.82651 -2.76874 0.10
H 5.46481 -10.35504 -3.80846 0.04
C 0.23699 -17.09695 -1.99408 -0.78
O -0.57015 -17.30094 -2.83505 0.03
N 0.88138 -15.93638 -1.75502 0.16
N 0.62673 -17.99307 -1.13936 0.14
H 1.46759 -15.94729 -0.93262 0.02
H 0.71844 -15.18424 -2.40910 0.04
H 0.06382 -18.80899 -0.94566 0.11
H 1.14950 -17.65823 -0.34268 0.03
C -1.00691 -15.65536 -10.32855 -0.81
O -0.59559 -15.83230 -11.45392 0.02
N -2.24202 -15.68515 -9.88578 0.17
N -0.24997 -15.20592 -9.40620 0.19
H -2.42348 -15.66276 -8.89247 0.07
H -2.94147 -16.00646 -10.53972 0.12
H 0.75259 -15.11982 -9.49319 0.11
H -0.81386 -15.01198 -8.59101 0.06
C -0.81726 -12.21898 -7.72710 -0.79
O -0.16358 -11.30077 -8.09208 0.05
N -0.60863 -13.03531 -6.74471 0.18
N -1.88946 -12.67307 -8.27087 0.17
H -1.07205 -13.90592 -6.52703 0.07
H 0.10099 -12.78031 -6.07277 0.07
H -2.20402 -12.16229 -9.08343 0.13
H -2.50646 -13.38200 -7.90094 0.10
C 4.16178 -16.33828 -11.57605 -0.82
O 5.30133 -16.31863 -11.82922 0.09
N 3.63080 -15.69533 -10.53679 0.17
N 3.24324 -16.89960 -12.34251 0.17
H 4.29499 -15.10032 -10.06256 0.09
H 2.72969 -15.97333 -10.17510 0.08
H 2.29068 -16.56400 -12.33235 0.10
H 3.57624 -17.33858 -13.18897 0.11
C 10.17506 -15.48096 -6.36545 -0.80
O 10.59519 -16.36504 -7.08632 0.04
N 10.94894 -14.75546 -5.56884 0.16
N 8.91965 -15.22020 -6.29035 0.18
H 11.88927 -15.07284 -5.75633 0.12
H 10.68416 -14.06484 -4.88107 0.09
H 8.61834 -14.40723 -5.77229 0.09
H 8.48598 -15.49132 -7.16129 0.12
C 8.11943 -16.84525 -3.42198 -0.74
O 8.92564 -17.75725 -3.76632 -0.04
N 8.33774 -15.58427 -3.16187 0.17
N 6.86444 -17.16753 -3.21144 0.16
H 7.50382 -15.07078 -2.91491 0.03
H 9.20116 -15.16755 -3.47961 0.09
H 6.45648 -17.98452 -3.64296 0.12
H 6.37937 -16.31611 -2.96668 0.06
C 1.85210 -10.06407 -2.51834 -0.85
O 2.17445 -10.95458 -3.22344 0.05
N 0.72092 -10.03826 -1.92108 0.18
N 2.60666 -8.99961 -2.36284 0.19
H 0.57031 -9.31416 -1.23326 0.12
H 0.15803 -10.83082 -2.19514 0.08
H 3.29438 -9.15189 -3.08669 0.07
H 2.15492 -8.16205 -2.02444 0.11
C 5.67394 -14.11160 -1.30836 -0.74
O 6.29262 -14.04336 -2.37427 -0.04
N 4.68579 -14.90096 -1.07746 0.16
N 5.82196 -13.22763 -0.31120 0.17
H 4.56079 -15.73984 -1.62588 0.07
H 4.11590 -14.86349 -0.24444 0.00
H 5.21188 -13.33784 0.48613 0.07
H 6.40568 -12.40340 -0.30788 0.08
C 8.81885 -11.05600 -6.58904 -0.77
O 8.54803 -10.55404 -7.66107 0.02
N 8.06059 -10.89439 -5.52394 0.18
N 9.94745 -11.70143 -6.36529 0.16
H 7.27683 -10.25816 -5.55591 0.10
H 8.22496 -11.51798 -4.74662 0.11
H 10.67642 -11.83546 -7.05139 0.12
H 10.19426 -11.98417 -5.42760 0.09
C 2.03066 -9.07625 -9.61557 -0.82
O 2.76783 -8.25341 -10.04893 0.05
N 1.66500 -10.12647 -10.21598 0.20
N 1.37087 -8.85390 -8.46646 0.16
H 2.21321 -10.37253 -11.02777 0.13
H 0.97085 -10.74653 -9.82382 0.09
H 1.49424 -7.93209 -8.07258 0.08
H 0.71766 -9.53520 -8.10696 0.05
C 4.35608 -8.00948 -5.30085 -0.69
O 4.76233 -8.86540 -4.49100 -0.05
N 3.17119 -8.08464 -5.79091 0.19
N 5.01397 -6.96136 -5.79984 0.19
H 2.67463 -8.75414 -5.22057 0.12
H 2.75168 -7.35727 -6.35221 0.12
H 6.01329 -6.84826 -5.70681 0.12
H 4.44232 -6.50597 -6.49694 0.11
```

Values from the calculation:
⟨S²⟩ ... 0.7504
Multiplicity ... 2
Total charge ... -1
Frontier orbital gap (alpha / beta) ... 1.96 / 7.48 eV
Lowest unoccupied orbital energy (alpha / beta) ... 1.385 / 1.327 eV


(2)
C34H101N7O13 | ωB97M-V/def2-TZVPD

```
155
Properties=species:S:1:pos:R:3:lowdin_charge:R:1
C 4.93617 1.24276 1.22881 -0.08
C 5.32132 2.59565 0.65934 -0.34
O 6.62688 2.45525 0.13670 -0.07
H 5.72693 0.92029 1.90154 0.08
H 4.70865 0.54394 0.42183 0.07
H 3.99498 1.29264 1.78513 0.07
H 5.24397 3.35063 1.45481 0.11
H 4.61598 2.90598 -0.12051 0.09
H 6.90253 3.23896 -0.34605 0.08
C -2.86705 -1.92690 2.94089 -0.07
C -4.15147 -1.22704 2.56898 -0.29
O -3.89102 -0.35049 1.47150 -0.10
H -2.05796 -1.23557 3.18204 0.06
H -2.53762 -2.55683 2.10978 0.05
H -3.02574 -2.58102 3.79595 0.08
H -4.49262 -0.67294 3.45352 0.10
H -4.93176 -1.95200 2.32395 0.12
H -4.75677 -0.12368 1.11302 0.10
C -0.75217 -5.70535 2.20494 -0.08
C -0.43602 -4.53303 3.10930 -0.32
O -1.41999 -4.49012 4.13873 -0.08
H -0.01149 -5.83003 1.41217 0.07
H -1.71547 -5.53290 1.71537 0.07
H -0.81122 -6.63845 2.76146 0.08
H -0.42324 -3.58300 2.56655 0.07
H 0.56812 -4.73307 3.49949 0.12
H -1.03094 -4.35056 5.00495 0.07
O 2.22862 -4.06366 0.51758 -0.07
H 2.32995 -4.47575 -0.34826 0.01
H 1.38213 -3.57999 0.46654 0.00
O -0.55673 3.83789 2.39642 -0.09
H -1.09212 3.19607 1.87454 0.00
H -0.62022 3.51312 3.31427 0.02
O 1.98238 3.95281 1.26983 -0.09
H 2.48485 4.22877 2.04312 0.05
H 1.04408 3.95653 1.55723 0.00
C 1.84370 -1.66495 -2.63311 -0.05
C 2.41662 -2.76792 -3.50653 -0.42
C 3.34195 -2.18696 -4.57322 -0.25
O 2.64647 -1.23499 -5.32276 -0.18
C 3.46933 -0.59935 -6.27963 -0.10
N 3.07921 -3.78023 -2.67184 0.04
H 1.07514 -1.11051 -3.17733 0.08
H 2.61794 -0.93783 -2.37370 0.09
H 1.35457 -2.06823 -1.74860 0.05
H 1.62369 -3.26845 -4.07175 0.14
H 3.73028 -3.00991 -5.19544 0.13
H 4.25212 -1.77608 -4.10263 0.13
H 4.02632 -1.35674 -6.85194 0.09
H 4.22240 0.01982 -5.78401 0.09
H 2.85286 -0.07765 -7.00444 0.09
H 3.92088 -4.11537 -3.13765 0.07
H 3.45098 -3.32595 -1.83895 0.06
C 4.27117 5.78943 -1.14892 -0.06
C 2.91711 5.78982 -1.85231 -0.42
C 2.56524 4.44140 -2.46332 -0.22
O 1.43471 4.60765 -3.30195 -0.20
C 0.95888 3.38201 -3.82743 -0.10
N 1.86414 6.17514 -0.87729 0.04
H 4.49594 6.79877 -0.81806 0.08
H 4.99188 5.43456 -1.89148 0.08
H 4.26405 5.08153 -0.32062 0.05
H 2.92871 6.56137 -2.62645 0.14
H 2.32940 3.72655 -1.65884 0.12
H 3.36308 3.97535 -3.06704 0.13
H 0.08698 3.65664 -4.41540 0.09
H 0.71706 2.69654 -3.00821 0.07
H 1.71700 2.90423 -4.45776 0.08
H 1.96389 5.50082 -0.10940 0.03
H 0.99591 5.90964 -1.34178 0.06
C -4.85474 2.34355 4.68295 -0.06
C -3.54652 3.13734 4.60839 -0.42
C -2.38192 2.16272 4.78947 -0.19
O -1.16776 2.89220 4.88921 -0.22
C -0.14004 2.17787 5.55076 -0.08
N -3.57041 3.84413 3.31916 0.05
H -4.99103 1.92811 5.68252 0.08
H -4.82818 1.52586 3.95619 0.06
H -5.67993 2.98280 4.37928 0.08
H -3.46218 3.90748 5.37641 0.14
H -2.32631 1.46642 3.94363 0.12
H -2.57408 1.59508 5.70699 0.13
H -0.06161 1.17139 5.12985 0.08
H -0.32197 2.10725 6.62943 0.09
H 0.79013 2.73769 5.46034 0.10
H -2.66848 4.29201 3.14865 0.05
H -3.58644 3.16276 2.55831 0.05
C 0.47249 -0.54222 2.23480 -0.04
C 0.65291 -0.45870 0.72576 -0.39
C -0.40393 -1.26692 -0.01504 -0.19
O -0.13604 -2.64224 0.22886 -0.25
C -1.17986 -3.49686 -0.21415 -0.07
N 0.56847 0.93418 0.25811 0.07
H 1.39254 -0.20135 2.71789 0.07
H 0.35168 -1.58345 2.54285 0.05
H -0.38123 0.00743 2.63994 0.08
H 1.64983 -0.87780 0.54144 0.14
H -0.30480 -1.05115 -1.08346 0.11
H -1.41847 -1.03775 0.32904 0.12
H -0.82570 -4.52240 -0.13768 0.08
H -1.46461 -3.27236 -1.24550 0.09
H -2.04737 -3.36120 0.43943 0.08
H 0.97673 1.01960 -0.66630 0.08
H 1.17028 1.46788 0.87900 0.07
C -3.39823 -3.53657 -4.12526 -0.08
C -4.19806 -2.82039 -5.20376 -0.44
C -3.78701 -3.10776 -6.62938 -0.21
O -4.17433 -1.99505 -7.40791 -0.19
C -3.82990 -2.12830 -8.76420 -0.12
N -5.63663 -3.06236 -4.93268 0.04
H -2.33199 -3.30394 -4.23003 0.07
H -3.48756 -4.62363 -4.14350 0.08
H -3.63897 -3.18347 -3.12026 0.07
H -4.01347 -1.74961 -5.03586 0.12
H -4.26940 -4.01082 -7.02432 0.13
H -2.70248 -3.27937 -6.65763 0.13
H -2.74944 -1.99069 -8.91000 0.09
H -4.29876 -1.30157 -9.29629 0.09
H -4.11701 -3.08842 -9.20020 0.09
H -5.78780 -2.67065 -4.00429 0.06
H -6.17791 -2.41619 -5.50706 0.07
C -1.89792 3.94611 -0.69251 -0.05
C -2.66312 2.63143 -0.48284 -0.38
C -2.35476 1.66459 -1.62503 -0.22
O -3.18626 1.95151 -2.72717 -0.17
C -2.88134 1.16074 -3.84647 -0.11
N -2.24898 2.04337 0.80603 0.03
H -0.84235 3.85000 -0.42324 0.06
H -2.30267 4.68749 0.00162 0.08
H -1.94739 4.33795 -1.70757 0.08
H -3.72720 2.86636 -0.49882 0.14
H -2.53904 0.63623 -1.26564 0.12
H -1.29899 1.67609 -1.92640 0.10
H -3.17355 0.10716 -3.71833 0.07
H -1.79923 1.12463 -4.02320 0.08
H -3.43533 1.55648 -4.69310 0.09
H -1.32635 1.60866 0.65279 0.04
H -2.88121 1.26131 0.96893 0.04
C 2.44358 -0.93784 6.26649 -0.06
C 1.75919 -1.35997 4.98621 -0.44
C 2.65360 -2.27423 4.15429 -0.22
O 3.80749 -1.58044 3.75003 -0.17
C 4.51942 -2.24269 2.73620 -0.11
N 0.50172 -2.05715 5.33797 0.07
H 1.75820 -0.43291 6.95399 0.07
H 3.28479 -0.26071 6.11389 0.08
H 2.83616 -1.76567 6.86750 0.08
H 1.46802 -0.49349 4.39055 0.08
H 2.08151 -2.61662 3.28070 0.10
H 2.92925 -3.15689 4.75051 0.14
H 5.44045 -1.70057 2.51474 0.08
H 4.01597 -2.23109 1.75901 0.07
H 4.74396 -3.27895 3.00734 0.09
H 0.75416 -2.84235 5.93305 0.07
H 0.10017 -2.41817 4.47896 0.02
```

Values from the calculation:
Total charge ... 0
Frontier orbital gap ... 9.09 eV
Lowest unoccupied orbital energy ... 0.245 eV
Relative energy (zero: lowest compared OMol25 entry of this formula, charge and spin) ... 0.0 kcal per mole


Question: Which of these has the highest total charge?
Answer: C34H101N7O13